No. 1
Molecular formula: H22O11
Method: DFT, ωB97M-V with the def2-TZVPD basis set

- Relative energy (zero: lowest compared OMol25 entry of this formula, charge and spin): 56.69 kcal/mol
- Multiplicity: 1
- Net charge: 0

Geometry (Å):
1 O -0.25 1.89 -2.69
2 H -0.33 2.81 -2.39
3 H 0.53 1.48 -2.25
4 O 1.93 0.24 -1.84
5 H 1.85 -0.62 -1.40
6 H 2.51 0.05 -2.59
7 O -1.52 1.06 2.08
8 H -1.27 1.35 2.94
9 H -0.96 0.32 1.97
10 O 0.46 -0.45 3.19
11 H 1.28 -0.35 3.58
12 H -0.06 0.09 3.80
13 O 1.71 -1.45 0.73
14 H 1.20 -1.38 1.54
15 H 2.59 -1.69 1.00
16 O -3.47 -0.92 -0.20
17 H -3.47 -1.54 -0.91
18 H -2.55 -0.76 -0.12
19 O -0.72 -2.21 -2.14
20 H -0.58 -1.52 -1.45
21 H -1.67 -2.24 -2.41
22 O 0.74 2.08 0.08
23 H 0.51 2.42 0.95
24 H 1.56 1.66 0.29
25 O 2.28 -3.10 -1.35
26 H 3.17 -2.86 -1.32
27 H 1.96 -2.80 -0.47
28 O -2.36 2.93 0.26
29 H -2.01 3.80 0.38
30 H -1.90 2.34 0.88
31 O -0.73 -0.36 -0.15
32 H 0.00 -0.84 0.25
33 H -0.43 0.58 -0.25

***

No. 2
Molecular formula: H22O11
Method: DFT, ωB97M-V with the def2-TZVPD basis set

- Relative energy (zero: lowest compared OMol25 entry of this formula, charge and spin): 118.81 kcal/mol
- Multiplicity: 1
- Net charge: 0

Geometry (Å):
1 H 0.83 1.40 -0.01
2 H 0.22 0.26 0.79
3 H 0.17 -1.96 4.43
4 H -0.55 -0.69 4.01
5 H 2.26 -0.43 -4.56
6 H 3.15 0.64 -3.95
7 H -2.19 1.99 -2.64
8 H -1.20 1.39 -1.65
9 H -2.97 -1.07 -3.65
10 H -2.42 -1.62 -2.34
11 H 3.36 -3.57 -0.91
12 H 2.17 -3.72 0.03
13 H 0.99 0.67 3.67
14 H 2.33 1.27 4.08
15 H 1.90 -1.00 0.26
16 H 2.54 -0.75 1.62
17 H 0.13 5.13 -0.91
18 H -1.00 6.12 -1.15
19 H -1.98 -4.17 1.03
20 H -0.65 -3.45 0.92
21 H -2.67 0.74 1.44
22 H -3.50 0.62 0.18
23 O 0.64 0.46 -0.05
24 O 0.02 -1.39 3.67
25 O 2.36 0.11 -3.77
26 O -2.15 1.53 -1.79
27 O -2.25 -0.95 -3.02
28 O 2.40 -3.61 -0.90
29 O 1.93 0.47 3.71
30 O 1.92 -0.36 0.99
31 O -0.07 6.07 -0.89
32 O -1.59 -3.29 1.05
33 O -3.32 1.22 0.91

***

No. 3
Molecular formula: H22O11Xe
Method: DFT, ωB97M-V with the def2-TZVPD basis set

- Relative energy (zero: lowest compared OMol25 entry of this formula, charge and spin): 9.77 kcal/mol
- Multiplicity: 1
- Net charge: 0

Geometry (Å):
1 Xe 0.55 0.33 -0.05
2 O 2.79 2.97 -1.53
3 H 3.65 2.56 -1.39
4 H 2.97 3.91 -1.56
5 O 1.25 -1.70 -3.45
6 H 1.06 -0.82 -3.77
7 H 0.51 -1.92 -2.88
8 O 0.01 -0.50 4.14
9 H -0.87 -0.44 4.51
10 H 0.14 0.32 3.68
11 O -1.57 3.39 -0.35
12 H -2.29 3.26 0.27
13 H -0.78 3.28 0.18
14 O -0.97 -2.75 -2.30
15 H -0.98 -2.73 -1.34
16 H -1.61 -3.42 -2.53
17 O 4.09 -0.77 -0.18
18 H 4.92 -1.23 -0.33
19 H 3.92 -0.89 0.76
20 O 0.95 3.80 0.70
21 H 1.72 3.47 0.23
22 H 1.19 3.77 1.62
23 O -2.83 -0.95 0.42
24 H -3.63 -1.42 0.18
25 H -2.80 -0.20 -0.17
26 O 0.35 -2.91 2.89
27 H 0.02 -2.67 2.02
28 H 0.38 -2.08 3.37
29 O -0.85 -2.67 0.42
30 H -1.57 -2.04 0.37
31 H -1.20 -3.40 0.92
32 O -2.78 1.10 -1.56
33 H -2.18 1.83 -1.39
34 H -3.57 1.53 -1.90

***

No. 4
Molecular formula: H22O27S4Zn2
Method: DFT, ωB97M-V with the def2-TZVPD basis set

- Relative energy (zero: lowest compared OMol25 entry of this formula, charge and spin): 158.26 kcal/mol
- Multiplicity: 1
- Net charge: -4

Geometry (Å):
1 Zn 1.83 2.15 -1.28
2 Zn -1.21 -2.53 0.05
3 S 4.72 0.82 -0.46
4 O 3.38 1.25 -0.65
5 O 5.52 1.94 0.09
6 O 4.70 -0.30 0.48
7 O 5.30 0.33 -1.71
8 S 2.41 4.28 1.09
9 O 1.95 5.60 0.57
10 O 3.84 4.09 0.84
11 O 2.15 4.15 2.52
12 O 1.66 3.24 0.34
13 S -0.43 -0.09 -0.28
14 O -1.52 0.84 -0.10
15 O -0.76 -1.15 -1.23
16 O 0.76 0.62 -0.69
17 O -0.34 -0.89 0.93
18 S -1.09 -4.06 3.05
19 O -0.68 -3.12 4.10
20 O -0.19 -5.25 2.94
21 O -2.39 -4.45 3.61
22 O -1.20 -3.41 1.76
23 O -3.20 -2.13 0.14
24 H -3.75 -2.08 -0.64
25 H -3.81 -2.13 0.87
26 O 0.25 3.26 -1.94
27 H -0.53 2.86 -2.34
28 H 0.04 4.19 -1.90
29 O 1.97 1.11 -3.10
30 H 2.87 0.84 -3.33
31 H 1.44 0.84 -3.84
32 O -1.89 -3.86 -1.53
33 H -2.72 -4.21 -1.85
34 H -1.23 -4.51 -1.81
35 O -3.32 0.42 1.68
36 H -3.87 -0.16 1.17
37 H -2.51 0.50 1.16
38 O -0.88 3.14 0.89
39 H 0.04 3.22 0.60
40 H -1.25 2.47 0.31
41 O -0.17 -0.55 3.60
42 H -0.30 -0.61 2.65
43 H -0.26 -1.46 3.91
44 O 0.63 -3.43 -0.02
45 H 1.04 -4.28 0.15
46 H 1.37 -2.84 -0.18
47 O 2.09 0.55 1.95
48 H 1.61 0.24 1.19
49 H 2.78 1.11 1.58
50 O -1.78 -0.53 -3.71
51 H -1.43 -0.75 -2.84
52 H -1.09 0.00 -4.12
53 O -3.77 1.33 -1.73
54 H -2.97 1.10 -1.25
55 H -3.79 2.29 -1.69

***

How do the records compare in F_max? In the order shown, they have 3.14; 7.79; 1.34; 7.64 eV/Å.